ORCA calculation (ωB97M-V with the def2-TZVPD basis set) on 23 unconnected molecules or ions with the total composition C69H184O23 in a non-equilibrium geometry.

```
276
Properties=species:S:1:pos:R:3:forces:R:3
C -4.439202 -2.521494 -4.797216 -0.9119 0.1922 0.2186
C -4.930372 -2.002165 -6.134818 0.4948 -1.7050 -0.1155
C -3.891297 -2.378629 -7.190083 0.3310 1.1771 0.3484
O -6.126127 -2.679141 -6.494968 -1.1047 0.8019 0.0192
H -3.451072 -2.112647 -4.586192 0.0076 -0.3313 0.2784
H -4.510189 -3.609115 -4.785255 0.6665 -0.1514 -0.2117
H -5.161592 -2.239575 -4.031212 0.2124 0.2745 0.2038
H -5.155858 -0.943895 -6.003170 -0.0507 0.0473 -0.6151
H -4.120783 -1.978729 -8.177757 -0.2035 -0.2898 -0.0353
H -3.795795 -3.464372 -7.178181 -0.0063 -0.0044 -0.2580
H -2.934360 -1.947389 -6.896124 0.2306 -0.0564 -0.0580
H -6.017911 -3.631331 -6.438117 0.2978 -0.0274 0.0881
C -4.535485 0.128769 -2.636606 0.4259 -1.2546 -1.2479
C -3.925838 1.490859 -2.572395 -0.1739 0.2329 0.6782
C -4.981252 2.506594 -2.768085 -1.2395 1.7209 0.8203
O -3.408605 1.574242 -1.262421 0.6773 -0.3262 1.1793
H -3.745952 -0.622448 -2.656938 -0.0271 -0.1879 -0.0703
H -5.126798 0.035743 -3.547538 0.1392 -0.0844 -0.2368
H -5.220302 -0.172456 -1.843895 0.1407 0.7124 0.4116
H -3.099169 1.705807 -3.249529 0.0402 -0.6114 -0.5172
H -5.827563 2.255438 -2.128715 -0.4802 -0.5953 -0.6464
H -5.273329 2.727486 -3.794741 -0.0575 -0.3387 0.0233
H -4.745531 3.453576 -2.282550 0.7126 0.2277 -0.4758
H -3.052179 2.450882 -1.101008 -0.1071 0.6875 -0.0993
C -3.526323 0.190035 6.249141 0.4800 -0.4276 -1.6952
C -4.195088 -0.350214 4.948745 0.7105 1.5815 0.4125
C -3.291618 -0.308813 3.668687 -1.2229 0.8623 1.8903
O -4.681107 -1.639045 5.104531 -0.3831 -1.3882 0.1769
H -3.642899 1.271498 6.178757 0.3447 0.0648 0.4007
H -2.479737 -0.096636 6.146191 0.1362 0.2875 0.6321
H -3.927180 -0.183516 7.191402 -0.2235 -0.0562 -0.1932
H -5.031274 0.332929 4.799688 -0.3133 0.0048 -0.5455
H -2.422106 -0.959068 3.764783 -0.3081 -0.3277 -0.3055
H -2.922354 0.716212 3.636262 0.0695 0.0820 -0.3161
H -4.005599 -0.467827 2.860573 0.6974 -0.3754 -0.4217
H -5.321155 -1.641399 5.820023 -0.0774 -0.1075 0.0900
C -0.233136 6.563635 -3.826786 -0.4890 -0.9916 -0.8231
C -0.217210 5.101386 -4.355900 0.4331 1.3541 -0.4478
C 1.122848 4.539413 -4.617688 2.0446 0.0150 -0.6508
O -0.806724 4.352050 -3.376538 -1.3341 -1.6027 2.3056
H 0.045950 6.588817 -2.773422 0.3267 -0.2056 -0.0795
H -1.275176 6.881311 -3.863359 0.0822 0.4149 -0.1491
H 0.425614 7.203971 -4.413394 -0.2291 0.0963 0.0373
H -0.804733 4.864406 -5.242901 -0.1567 1.1880 -0.5964
H 1.749552 4.392490 -3.738049 -0.3040 -0.0284 0.3924
H 1.733903 5.186677 -5.246774 -0.1383 0.1247 -0.3020
H 1.054085 3.588818 -5.146593 -0.0297 -0.0539 0.0701
H -0.584336 3.436237 -3.559394 -0.1129 -0.3786 0.3625
C 4.094074 7.006280 3.362632 -0.5789 -0.6895 -0.2033
C 3.360394 7.761355 2.261931 -1.4207 -2.2152 -0.5242
C 1.859688 7.277563 1.968465 0.7033 0.3105 0.2920
O 3.362083 9.091638 2.596457 -0.3136 1.8043 -0.1938
H 4.457243 6.059488 2.962888 0.0360 -0.2058 0.2443
H 3.379941 6.823473 4.165556 0.1161 -0.1456 0.1536
H 4.927542 7.557581 3.797947 0.0432 0.1297 -0.3005
H 3.801838 7.581098 1.281759 0.6964 0.1804 0.0166
H 1.573287 6.274921 2.285936 0.5941 -0.1430 0.3759
H 1.694305 7.247391 0.891507 -0.0174 0.3642 -0.0221
H 1.125313 7.942766 2.422685 0.1648 0.2208 0.0045
H 4.249268 9.400360 2.398502 0.0101 0.3899 0.1412
C -3.376786 -4.760286 1.965422 0.5009 1.4256 0.0870
C -4.188197 -4.479253 3.204190 0.7819 -0.5178 1.4462
C -3.198208 -4.381707 4.481229 -1.2283 0.4340 -1.1909
O -5.012838 -3.344245 3.034326 0.4831 0.4368 -0.4287
H -3.842692 -4.341690 1.073342 -0.8261 -1.2703 -0.2882
H -2.981468 -5.775115 2.009468 -0.2569 0.0785 -0.7009
H -2.548268 -4.054778 1.902900 0.7381 -0.0913 0.7378
H -4.930885 -5.261875 3.359111 0.4131 -0.6459 0.1933
H -2.552352 -5.251313 4.602701 -0.3804 -0.2580 -0.0919
H -3.771850 -4.172174 5.384075 0.0237 -0.3090 0.0657
H -2.516567 -3.538548 4.369202 -0.0656 0.1967 -0.2895
H -4.909389 -2.764299 3.792327 -0.0019 0.5302 0.4197
C -5.370607 3.047041 1.506201 0.6994 -1.3062 1.0069
C -6.579167 2.950305 0.588831 -0.0321 -0.5900 0.7113
C -7.527514 1.779421 0.814975 0.7315 -0.4005 0.1198
O -7.428927 4.033294 0.826257 -0.3374 1.4302 -0.6358
H -5.633212 2.837889 2.543210 -0.3697 0.4034 0.2081
H -4.748321 3.941849 1.493312 -0.6138 0.4781 -0.3049
H -4.619579 2.275653 1.335875 -0.1057 -0.3945 -0.5924
H -6.178280 2.822083 -0.416633 -0.3460 0.6715 -0.2517
H -8.241316 1.697655 -0.004714 0.3752 -0.1690 -0.3385
H -8.186199 1.898808 1.675207 0.5011 0.1480 0.4056
H -6.886902 0.903545 0.917739 -0.5051 -0.3746 -0.0735
H -6.990777 4.846013 0.563348 0.0153 0.2120 0.0037
C 0.706304 1.108259 -5.895258 -0.4142 -0.7041 -0.3246
C 0.120205 -0.245739 -6.337587 0.5584 -0.7232 2.4663
C -0.369165 -1.005426 -5.009713 -0.3732 0.9549 -0.8522
O -0.965415 -0.110571 -7.240184 0.2026 -0.0661 0.0237
H 1.500699 0.917786 -5.173635 0.1226 0.0178 -0.0993
H -0.049752 1.696840 -5.375581 -0.1115 0.0784 -0.1709
H 1.095608 1.647205 -6.759020 -0.0433 0.1844 0.1043
H 0.918963 -0.801304 -6.828951 0.0535 -0.1599 0.0069
H -0.728555 -2.028728 -5.118311 0.2084 -0.0594 -0.4444
H -1.231541 -0.422798 -4.685744 -0.2669 0.0591 0.0389
H 0.294310 -0.966824 -4.145767 0.4300 0.0703 -0.3767
H -0.837043 -0.791406 -7.904713 -0.3033 0.0874 -0.1987
C -1.840687 5.167543 0.586277 0.5505 -0.1980 0.6746
C -2.927162 5.487508 -0.403683 0.9259 1.7627 -0.6549
C -2.772337 6.941162 -0.943468 -0.9278 -0.2299 -0.3388
O -2.884644 4.586352 -1.476275 -1.3619 -1.1092 0.1670
H -2.050993 4.202485 1.047283 0.1140 -0.1489 0.0196
H -1.727740 5.891156 1.393581 -0.3609 0.1937 0.0360
H -0.851328 5.121142 0.131179 -0.0015 -0.1177 -0.3373
H -3.870926 5.390975 0.133078 -0.2834 -0.1478 -0.4679
H -3.405292 7.220492 -1.785759 -0.5061 -0.9172 -0.3083
H -1.791660 7.090717 -1.395142 0.3430 0.2749 0.8191
H -3.155482 7.681547 -0.241239 0.9926 0.1102 0.5538
H -2.059551 4.540182 -1.964852 0.6754 0.5120 -0.1389
C -0.264672 3.970294 3.664685 -0.1519 -0.1432 0.8270
C 0.510017 3.644535 4.981178 0.7170 1.4974 -0.1743
C 1.800360 4.478483 5.219748 -0.0186 0.4914 -0.8199
O -0.345388 3.869664 6.090135 -0.4169 -0.9845 0.5901
H -1.168251 4.540879 3.879348 0.0738 0.1876 0.4043
H -0.667116 3.018543 3.317846 0.3012 0.1100 -0.6894
H 0.261317 4.574631 2.925621 0.3004 -0.5766 -0.1361
H 0.743917 2.579927 4.981782 0.0229 0.0649 0.0849
H 2.424720 4.271569 6.088923 -0.4698 -0.5875 0.2132
H 1.531824 5.530474 5.316167 -0.3769 0.2006 0.1146
H 2.501864 4.516308 4.386340 -0.1899 -0.4524 -0.2876
H -0.382927 4.796403 6.337843 0.1644 0.1141 -0.2178
C -3.300843 1.996392 -6.275887 -1.8024 -2.3975 2.4460
C -3.028236 2.671939 -7.514400 0.0309 -0.1618 -2.1373
C -3.591577 4.048200 -7.529763 -0.0536 1.8570 0.7324
O -1.632295 2.566154 -7.702207 0.6795 1.6086 -0.4532
H -3.147767 0.920113 -6.355227 0.5472 -0.1565 -0.1725
H -4.350336 1.980811 -5.981895 -0.2562 0.5981 0.0585
H -2.714195 2.315706 -5.414512 0.0954 0.4534 -0.1479
H -3.478265 2.174891 -8.373769 -0.3885 -0.5300 0.0024
H -4.666921 4.139313 -7.376747 -0.2464 -0.9650 -0.0447
H -3.460947 4.674556 -8.412215 0.7217 -0.2492 -0.0743
H -3.237202 4.557163 -6.633397 0.4824 0.4893 -0.0987
H -1.380484 1.679560 -7.433608 0.0490 -0.3548 -0.1797
C 7.564113 -2.023042 0.929494 -1.2289 0.0693 -0.5156
C 6.325004 -1.530976 0.077155 -0.2218 -1.0107 2.4910
C 4.909749 -1.751473 0.595439 -0.7933 -1.9471 0.3287
O 6.392597 -0.160028 0.054018 0.9795 2.5538 -2.1365
H 7.508961 -3.085203 1.167979 0.0979 -0.0368 -0.0178
H 7.642686 -1.435819 1.844420 -0.2141 -0.0994 0.1213
H 8.456759 -1.802960 0.343956 0.0027 -0.1776 -0.0690
H 6.406409 -2.042761 -0.881778 0.1126 0.7953 -0.5570
H 4.714834 -1.458673 1.627128 0.5294 0.0138 0.1419
H 4.568446 -2.782915 0.507566 0.2904 -0.4005 0.3340
H 4.108540 -1.263045 0.040825 0.4847 0.6380 -0.5653
H 6.418798 0.220817 0.934851 0.0072 -0.3961 0.2941
C 7.235587 3.582381 3.545124 -0.8483 0.3957 -0.4036
C 6.213501 3.201533 4.643190 0.0720 0.3805 -2.1024
C 4.807021 2.793743 4.106771 0.8492 -1.2606 0.7392
O 6.777112 2.057626 5.202560 -0.1134 -1.1004 1.6014
H 8.235997 3.712901 3.957729 -0.1310 0.9490 0.2982
H 6.812740 4.400285 2.961738 0.6692 0.5327 0.1177
H 7.477982 2.821266 2.803464 -0.8468 -0.6422 0.1128
H 6.174573 3.955513 5.429381 -0.2772 0.4151 -0.2409
H 4.288031 3.362219 3.335033 0.3456 0.4113 0.3763
H 4.174184 2.516412 4.949815 -0.3590 0.8183 0.2001
H 4.925124 1.779879 3.724363 0.3219 0.0369 -0.6987
H 7.626774 2.328143 5.558218 0.1960 -0.3215 0.1502
C -0.431085 -6.559052 0.527555 -0.2915 1.4498 -0.3610
C 0.863689 -6.714897 1.218141 -0.5818 -0.3870 2.3706
C 0.660834 -6.707554 2.720025 -0.7261 0.0866 0.9855
O 1.268760 -7.986564 0.945018 1.7807 -1.9723 -0.4967
H -0.345178 -6.970866 -0.477998 -0.1086 0.5213 -0.2537
H -0.526932 -5.474606 0.581175 -1.2542 0.1676 -0.6910
H -1.239379 -7.098165 1.021657 0.0982 0.1789 0.1552
H 1.581206 -5.915370 1.033671 0.3356 -0.0337 -0.7790
H -0.143282 -7.388521 2.998909 -0.2118 -0.1483 -0.2382
H 0.346695 -5.735511 3.100217 0.1159 0.1460 -0.0583
H 1.495553 -7.081568 3.312851 0.4404 0.2933 -0.3431
H 1.594055 -7.971013 0.041956 0.4258 -0.3697 -0.2335
C -4.110665 -6.823200 -0.721320 -0.7308 -0.2721 -1.4096
C -4.155200 -6.109861 -2.087734 1.8914 0.7847 0.6334
C -3.407797 -4.701634 -2.043488 -1.7939 -1.4010 -0.3068
O -3.485067 -6.904191 -3.067073 0.0048 -0.0735 -0.3695
H -4.629249 -7.752186 -0.958283 -0.1282 -0.3314 0.4569
H -4.704638 -6.296529 0.025621 0.4194 -0.0449 0.1279
H -3.096459 -7.100228 -0.433686 0.0098 0.4630 0.2819
H -5.202815 -6.072296 -2.386358 -0.0225 0.5920 -0.0868
H -2.379210 -4.840872 -1.710729 -0.1586 0.0704 0.2386
H -4.033002 -4.088883 -1.394063 0.4557 0.3359 0.3071
H -3.414551 -4.226118 -3.024266 0.0934 -0.1916 0.0160
H -3.109811 -7.691630 -2.666169 -0.0613 -0.0062 0.1230
C 7.216026 -1.290350 5.691695 0.2071 -2.0688 1.6882
C 6.192250 -1.079472 4.603397 1.1853 0.3689 0.8019
C 4.887386 -0.644856 5.230037 -1.0001 0.0046 -1.3956
O 6.768437 -0.127790 3.742430 -0.5377 0.2907 -1.5148
H 7.046790 -2.222316 6.231030 -0.1073 -1.0651 -0.6246
H 7.096804 -0.771433 6.642799 0.1210 1.5917 -0.5672
H 8.252733 -1.355140 5.361346 -0.1416 0.3975 -0.1054
H 6.102747 -1.949070 3.952336 -0.3325 -0.3191 0.3868
H 4.965630 0.273617 5.811748 0.2416 -0.3452 0.3971
H 4.361283 -1.465567 5.717618 0.3372 0.0728 0.5090
H 4.210781 -0.392996 4.413423 -0.1817 0.1067 -0.2304
H 6.681724 0.736668 4.150842 0.3073 0.3285 0.3278
C 2.532815 -5.858215 -2.329524 0.4465 -0.0632 -0.0650
C 3.629825 -6.947356 -2.197059 -1.4444 0.4835 0.4025
C 5.069439 -6.405188 -2.198100 -1.5176 -0.4292 -0.7452
O 3.375516 -7.524074 -0.887659 0.3005 0.3098 -0.2981
H 2.670602 -5.159659 -3.154833 0.4520 -0.0290 -0.0471
H 2.551483 -5.297540 -1.394974 -0.0172 0.1773 0.0112
H 1.512721 -6.214417 -2.473146 0.1213 -0.5220 0.1937
H 3.418183 -7.793267 -2.851077 0.4589 0.3257 -0.7560
H 5.034450 -5.544186 -1.530597 0.6651 -0.3532 0.4109
H 5.396909 -6.044703 -3.173247 -0.1097 -0.1222 -0.1138
H 5.653331 -7.288050 -1.937860 0.6593 0.5920 0.4271
H 4.078877 -8.169838 -0.788327 -0.0577 -0.2787 0.4710
C 5.876122 4.579480 -4.951859 0.5408 -0.1925 0.3080
C 5.099842 3.267797 -4.631357 1.3501 0.7167 -1.8307
C 5.432269 2.153204 -5.695955 -0.3301 -0.6048 1.1092
O 5.369580 2.784040 -3.310223 -0.2883 0.6574 -1.0950
H 6.963654 4.533530 -5.008937 0.2677 -0.9249 0.5678
H 5.708568 5.362457 -4.212285 -0.4592 0.0496 -0.1120
H 5.726607 4.947157 -5.967035 -0.9994 0.0205 0.0371
H 4.049790 3.519494 -4.780153 -0.2753 -0.0607 0.4419
H 5.659393 1.281571 -5.082141 0.3534 -0.1940 -0.1204
H 6.271853 2.272942 -6.380698 -0.0304 0.5299 0.1617
H 4.566155 1.798340 -6.254545 -0.1699 0.4829 -0.2250
H 5.011043 1.896944 -3.388349 -0.0057 -0.5069 0.6986
C -7.053360 -1.826982 0.941809 -0.0551 -0.9683 -0.8471
C -7.796920 -3.174906 0.907555 1.5106 -0.1896 -1.9092
C -7.393918 -4.045419 -0.366670 -0.7445 0.7074 0.8837
O -7.477980 -3.979507 2.017624 -1.3961 0.2623 0.0832
H -7.166079 -1.286777 1.881790 0.1608 -0.1973 0.0581
H -7.469449 -1.214276 0.142079 0.1144 0.1450 -0.0134
H -6.026661 -2.081806 0.679039 0.3587 0.5947 0.3835
H -8.825815 -2.863850 0.726678 -0.6019 -0.8535 0.9010
H -6.427698 -4.542211 -0.278840 0.2672 0.4342 0.2698
H -7.429408 -3.452695 -1.280734 -0.0751 -0.0911 -0.1368
H -8.107186 -4.868719 -0.405901 -0.1697 0.0679 -0.2515
H -6.663285 -3.607789 2.363603 0.5894 -0.0879 0.5104
C 1.861027 1.009648 7.771955 0.6645 0.0401 0.6106
C 1.034001 0.447799 6.640530 0.2675 -3.1309 0.6068
C 1.117085 -1.098055 6.746094 0.1117 -0.3944 0.1620
O -0.310826 0.736735 6.762611 -0.9178 1.0739 -0.0345
H 1.491179 0.678262 8.742259 -0.6988 -0.0504 -0.1147
H 1.935365 2.094161 7.852084 0.0651 0.0703 -0.4022
H 2.846136 0.544071 7.802013 0.3599 0.3666 -0.5076
H 1.327768 0.673638 5.615441 0.7209 0.4175 0.0251
H 2.154479 -1.405794 6.614874 -0.0866 -0.2163 -0.2789
H 0.432177 -1.673722 6.123508 0.2802 0.5610 -0.9967
H 0.784646 -1.557935 7.676743 0.2409 0.8505 0.8117
H -0.314098 1.679624 6.582175 -0.9936 0.5712 0.2241
C 1.734246 -3.687891 4.361696 -1.0273 0.9377 0.6459
C 1.912666 -3.122607 2.990557 -1.7583 0.2210 -0.5162
C 1.570831 -1.655406 2.845495 0.6360 1.0790 0.7913
O 3.207556 -3.294947 2.599067 2.2567 -0.1531 -0.8031
H 0.729077 -3.429937 4.695164 -0.1914 -0.2299 0.1695
H 2.397337 -3.104335 5.000343 0.2361 -0.4682 0.2745
H 1.838409 -4.769344 4.449456 0.3686 0.1450 -0.1007
H 1.260987 -3.601076 2.259480 -0.3968 -0.5795 -0.0353
H 2.252240 -1.018688 3.409726 0.4168 -0.2027 0.4381
H 0.607087 -1.365490 3.264130 -0.3362 -0.3607 -0.4079
H 1.728763 -1.256211 1.843600 -0.4282 -0.4996 -0.2597
H 3.447799 -4.210282 2.760482 0.1705 -0.1141 -0.0561
C 0.228769 1.180305 0.817109 -0.6644 -0.5963 1.5971
C 0.204320 0.414374 -0.488298 -0.2934 1.0643 -0.4079
C -0.642587 -0.849120 -0.492001 0.0571 0.3836 0.3081
O -0.364192 1.261142 -1.520771 0.9928 -0.1966 0.0967
H -0.745856 1.502782 1.183469 -0.4326 0.3676 -0.6312
H 0.918724 2.017780 0.920592 0.0314 -0.0457 -0.5692
H 0.453287 0.494647 1.634157 0.5660 -0.2409 0.0138
H 1.263520 0.254435 -0.689803 -0.0694 -0.3022 -0.7393
H -0.299561 -1.573360 0.246854 -0.1199 -0.1714 -0.1166
H -0.727181 -1.263311 -1.496684 0.4739 -0.1962 0.0357
H -1.661012 -0.529106 -0.271742 -0.1869 -0.1458 0.4202
H -1.305718 1.217241 -1.338542 -0.6021 0.1803 -0.1582
C 3.297329 -1.727393 -4.479168 0.6289 -0.4523 -0.2306
C 4.523708 -1.474466 -3.561018 -0.0457 -0.2581 -1.7939
C 5.884913 -1.701615 -4.287228 -1.5718 -0.6882 0.4810
O 4.492084 -0.112764 -3.162167 -0.4021 -0.1826 0.7905
H 3.240613 -1.035676 -5.319660 0.0466 0.3602 0.1816
H 2.339551 -1.766658 -3.960310 0.1903 0.4045 0.2621
H 3.375307 -2.705662 -4.953522 0.2422 -0.2369 0.0430
H 4.403873 -2.207290 -2.763080 0.2143 0.3748 0.6303
H 6.731452 -1.508981 -3.628168 -0.0800 0.3957 -0.1411
H 5.843657 -1.086617 -5.186218 0.5206 -0.0451 0.0355
H 5.922794 -2.761834 -4.537429 0.1801 -0.0465 -0.3746
H 4.784694 -0.109029 -2.247855 0.1872 0.4147 0.3493
```
Forces are in eV/Å.

Properties
energy: -121622.217 eV
LUMO level: 0.27 eV
highest occupied orbital energy: -0.3397 Eh
relative energy (zero: lowest compared OMol25 entry of this formula, charge and spin): 211.8 kcal per mole